# 1
C6H13NO3 | ωB97M-V with the def2-TZVPD basis set

Each line ends with the Mulliken charge.
Element x y z (Å)
C 1.676 -1.384 1.391  -1.21
C 0.853 -1.249 0.133  1.02
O 0.571 -2.235 -0.538  -0.59
N 0.098 0.032 -0.005  -0.01
C 0.113 1.049 1.045  -1.11
C -1.108 -0.008 -0.832  0.12
C -2.370 -0.358 -0.056  -1.34
C -1.231 1.266 -1.645  -0.11
O -2.281 1.770 -1.957  -0.50
H 1.042 -1.288 2.283  0.26
H 2.169 -2.360 1.386  0.36
H 2.440 -0.596 1.445  0.31
H -0.454 0.735 1.933  0.35
H 1.140 1.264 1.359  0.37
H -0.328 1.978 0.661  0.37
H -0.926 -0.786 -1.592  0.33
H -2.221 -1.299 0.488  0.36
H -2.625 0.426 0.669  0.30
H -3.215 -0.469 -0.744  0.40
H -0.262 1.683 -2.003  0.37
O 2.459 0.362 -1.493  -0.64
H 1.512 0.658 -1.143  0.25
H 2.948 0.808 -0.786  0.33

Forces on atoms 1 to 2 (eV/Å):
C 0.7630 0.4991 -0.2710
C -2.9207 -0.3123 0.4477

Values from the calculation:
* E_HOMO: -9.68 eV
* net charge: 0
* Kohn-Sham gap: 10.13 eV
* ΔE to the lowest compared entry with this formula, charge and spin: 1.851 eV
* LUMO level: 0.46 eV
* SMILES: CC(=O)N(C)[C@@H](C)C=O.O

# 2
C6H13NO3S | ωB97M-V with the def2-TZVPD basis set

Each line ends with the Mulliken charge.
Element x y z (Å)
C -0.974 -0.588 -2.272  -1.72
C 0.297 -0.165 -1.617  1.63
C 1.128 1.061 -2.173  -1.42
C 1.147 -1.485 -1.757  -1.65
N 0.042 0.275 -0.276  -0.43
C -0.882 -0.106 0.436  0.04
O -1.150 0.237 1.715  -0.32
S 0.066 0.882 2.670  1.14
C -0.818 0.464 4.154  -0.81
O 0.176 2.296 2.457  -0.58
O 1.171 0.022 2.480  -0.58
H -1.745 0.194 -2.270  0.42
H -0.799 -0.917 -3.341  0.39
H -1.389 -1.551 -1.840  0.38
H 2.193 0.820 -2.135  0.32
H 1.051 1.852 -1.399  0.36
H 1.049 1.537 -3.145  0.34
H 2.082 -1.228 -1.381  0.48
H 0.849 -2.310 -1.052  0.34
H 1.294 -1.759 -2.777  0.42
H -1.691 -0.807 0.224  0.30
H -0.485 1.138 4.912  0.34
H -1.923 0.658 3.793  0.28
H -0.690 -0.520 4.594  0.32

Forces on atoms 1 to 2 (eV/Å):
C -1.5940 -0.9216 -2.1055
C 0.5461 -0.6275 -1.3137

Values from the calculation:
* E_HOMO: -9.68 eV
* net charge: 0
* Kohn-Sham gap: 10.28 eV
* ΔE to the lowest compared entry with this formula, charge and spin: 2.769 eV
* LUMO level: 0.60 eV
* SMILES: CC(C)(C)/N=C/OS(C)(=O)=O

# 3
C6H13NO4S | ωB97M-V with the def2-TZVPD basis set

Each line ends with the Mulliken charge.
Element x y z (Å)
O -1.664 -0.766 1.511  -0.62
S -1.897 -0.651 0.105  1.21
O -1.297 -1.601 -0.784  -0.64
O -3.514 -0.845 -0.108  -0.53
C -1.916 1.066 -0.488  -0.77
C -0.646 1.618 0.123  -0.81
N 0.284 0.506 0.100  0.39
C 1.146 0.384 1.260  -0.80
C 1.867 -0.962 1.180  -0.61
O 2.630 -1.063 0.001  -0.41
C 1.798 -0.934 -1.129  -0.62
C 1.061 0.406 -1.123  -0.69
H -3.769 -1.768 -0.055  0.37
H -2.836 1.521 -0.140  0.50
H -1.898 1.007 -1.569  0.40
H -0.838 1.883 1.164  0.42
H -0.271 2.506 -0.406  0.37
H 0.524 0.399 2.155  0.47
H 1.887 1.201 1.302  0.35
H 2.565 -1.079 2.010  0.34
H 1.108 -1.756 1.209  0.31
H 2.450 -1.013 -2.001  0.36
H 1.047 -1.734 -1.143  0.30
H 0.389 0.443 -1.981  0.35
H 1.790 1.232 -1.194  0.37

Forces on atoms 1 to 2 (eV/Å):
O -0.0702 0.3138 0.2308
S -1.4434 -0.7463 -0.2582

Values from the calculation:
* E_HOMO: -8.98 eV
* net charge: 0
* Kohn-Sham gap: 9.61 eV
* ΔE to the lowest compared entry with this formula, charge and spin: 0.519 eV
* LUMO level: 0.64 eV
* SMILES: O=S(=O)(O)CCN1CCOCC1

Please write out number 3 again, unchanged.
C6H13NO4S | ωB97M-V with the def2-TZVPD basis set

Each line ends with the Mulliken charge.
Element x y z (Å)
O -1.664 -0.766 1.511  -0.62
S -1.897 -0.651 0.105  1.21
O -1.297 -1.601 -0.784  -0.64
O -3.514 -0.845 -0.108  -0.53
C -1.916 1.066 -0.488  -0.77
C -0.646 1.618 0.123  -0.81
N 0.284 0.506 0.100  0.39
C 1.146 0.384 1.260  -0.80
C 1.867 -0.962 1.180  -0.61
O 2.630 -1.063 0.001  -0.41
C 1.798 -0.934 -1.129  -0.62
C 1.061 0.406 -1.123  -0.69
H -3.769 -1.768 -0.055  0.37
H -2.836 1.521 -0.140  0.50
H -1.898 1.007 -1.569  0.40
H -0.838 1.883 1.164  0.42
H -0.271 2.506 -0.406  0.37
H 0.524 0.399 2.155  0.47
H 1.887 1.201 1.302  0.35
H 2.565 -1.079 2.010  0.34
H 1.108 -1.756 1.209  0.31
H 2.450 -1.013 -2.001  0.36
H 1.047 -1.734 -1.143  0.30
H 0.389 0.443 -1.981  0.35
H 1.790 1.232 -1.194  0.37

Forces on atoms 1 to 2 (eV/Å):
O -0.0702 0.3138 0.2308
S -1.4434 -0.7463 -0.2582

Values from the calculation:
* E_HOMO: -8.98 eV
* net charge: 0
* Kohn-Sham gap: 9.61 eV
* ΔE to the lowest compared entry with this formula, charge and spin: 0.519 eV
* LUMO level: 0.64 eV
* SMILES: O=S(=O)(O)CCN1CCOCC1

Among the records above, which one has the lowest Kohn-Sham gap? C6H13NO4S